Entry from OMol25: C10H16N2O3 in the gas phase in a non-equilibrium geometry (the ωB97M-V functional and the def2-TZVPD basis).

Properties
Spin multiplicity   1
ΔE to the lowest compared entry with this formula, charge and spin   74.6 kcal/mol
Highest occupied orbital energy   -7.85 eV
Frontier orbital gap   8.3 eV

Each atom is followed by the atoms it is bonded to, with distances in Å.
Element x y z (Å)
1 C 0.5562 -0.8207 1.3820  C2 1.344, C3 1.427, H16 1.039
2 C -0.7735 -0.9991 1.3110  C1 1.344, C6 1.450, H17 0.997
3 C 1.5452 -0.5949 0.3783  C1 1.427, C5 1.536, N11 1.285
4 C -2.8055 -0.9368 0.1423  C6 1.313, O13 1.291, O14 1.361
5 C 1.2229 0.5487 -0.5954  C3 1.536, C7 1.531, H18 1.073, H19 1.108
6 C -1.5296 -1.2428 0.0978  C2 1.450, C4 1.313, C8 1.495
7 C -0.1059 1.3032 -0.5001  C5 1.531, N12 1.363, O15 1.206
8 C -0.9822 -1.7065 -1.2141  C6 1.495, H20 1.091, H21 1.054, H22 1.081
9 C 3.8207 -0.7673 -0.3523  N11 1.435, H23 1.151, H24 1.079, H25 1.158
10 C -1.6021 2.7969 0.8043  N12 1.531, H26 1.085, H27 1.148, H28 1.087
11 N 2.7366 -1.0479 0.5447  C3 1.285, C9 1.435
12 N -0.3498 1.9234 0.6889  C7 1.363, C10 1.531, H30 0.979
13 O -3.4156 -0.5589 1.2156  C4 1.291, H29 0.976
14 O -3.5591 -1.0731 -0.9830  C4 1.361, H31 0.907
15 O -0.7588 1.5464 -1.4839  C7 1.206
16 H 0.9561 -0.8138 2.3406  C1 1.039
17 H -1.3430 -1.1213 2.1203  C2 0.997
18 H 2.0490 1.2331 -0.6025  C5 1.073
19 H 1.2598 0.0583 -1.5882  C5 1.108
20 H 0.0648 -1.8980 -0.9732  C8 1.091
21 H -1.0968 -0.9820 -1.9709  C8 1.054
22 H -1.5014 -2.6043 -1.5180  C8 1.081
23 H 4.7862 -0.7836 0.2741  C9 1.151
24 H 3.5387 0.0569 -0.9890  C9 1.079
25 H 3.8969 -1.5992 -1.1544  C9 1.158
26 H -2.2798 2.5077 1.6012  C10 1.085
27 H -1.3169 3.8804 1.0545  C10 1.148
28 H -2.1171 2.5690 -0.1252  C10 1.087
29 H -4.3750 -0.6608 1.0670  O13 0.976
30 H -0.1262 1.3464 1.4470  N12 0.979
31 H -3.0627 -1.4599 -1.6356  O14 0.907

Okay, here come the natural (NBO) numbers, in e, for every atom: C -0.32; C -0.12; C 0.27; C 0.65; C -0.59; C -0.26; C 0.69; C -0.65; C -0.45; C -0.44; N -0.42; N -0.63; O -0.65; O -0.68; O -0.63; H 0.22; H 0.21; H 0.25; H 0.24; H 0.24; H 0.23; H 0.20; H 0.22; H 0.18; H 0.21; H 0.20; H 0.21; H 0.24; H 0.50; H 0.40; H 0.49